Entry 1
Here is a 2-piece molecular cluster, C3H5FO overall from the Open Molecules 2025 dataset. Energies are from ωB97M-V with the def2-TZVPD basis set.

Geometry as XYZ:
```
10
Properties=species:S:1:pos:R:3:mulliken_charge:R:1
C 2.094 -0.923 0.241 -0.66
C 0.939 -1.145 -0.343 0.14
C -1.583 -1.172 0.096 -0.28
O -1.968 -0.222 0.949 -0.41
F 0.822 -1.248 -1.714 -0.25
H 2.904 -0.735 -0.494 0.20
H 2.458 -0.845 1.266 0.26
H -1.570 -2.238 0.427 0.29
H -1.534 -0.886 -0.920 0.35
H -2.178 -0.428 1.839 0.35
```

HOMO level (spin up / spin down): -8.51 / -7.98 eV


Entry 2
Here is C3H5FO as an isolated structure from the Open Molecules 2025 dataset. Energies are from ωB97M-V with the def2-TZVPD basis set.

Geometry as XYZ:
```
10
Properties=species:S:1:pos:R:3:mulliken_charge:R:1
C -0.427 -0.215 0.042 0.48
C 0.273 -0.282 1.335 -0.11
C 0.302 0.276 -1.201 -1.19
O -1.207 0.637 0.780 -0.54
F -0.008 -1.198 2.244 -0.18
H -0.933 -1.282 -0.204 0.22
H 0.878 0.607 1.561 0.32
H -0.315 1.085 -1.523 0.34
H 0.236 -0.451 -1.968 0.32
H 1.203 0.824 -1.064 0.33
```

HOMO level: -10.01 eV


Stability ranking, top and bottom: entry 2 is the most stable and entry 1 is the least stable.


Entry 1
Here is one molecule with the formula C2H8NO2P from the Open Molecules 2025 dataset. Energies are from ωB97M-V with the def2-TZVPD basis set.

Geometry as XYZ:
```
14
Properties=species:S:1:pos:R:3:mulliken_charge:R:1
C -0.675 1.292 1.002 -1.04
P 0.252 0.417 -0.332 1.03
C -0.895 -0.946 -0.647 -1.11
O 0.741 1.163 -1.532 -0.72
O 1.400 -0.569 0.438 -0.25
N 2.697 0.044 0.359 -0.48
H -1.145 2.246 0.737 0.35
H -1.406 0.611 1.467 0.29
H -0.056 1.705 1.708 0.40
H -1.910 -0.495 -1.036 0.31
H -0.462 -1.695 -1.359 0.31
H -1.152 -1.575 0.171 0.40
H 2.708 0.540 -0.491 0.26
H 3.269 -0.770 0.449 0.26
```

HOMO level: -9.28 eV


Entry 2
Here is one molecule with the formula C2H8NO2P from the Open Molecules 2025 dataset. Energies are from ωB97M-V with the def2-TZVPD basis set.

Geometry as XYZ:
```
14
Properties=species:S:1:pos:R:3:mulliken_charge:R:1
C 1.810 0.270 -0.851 -0.88
C 0.383 0.852 -0.681 -0.13
O 0.157 0.743 0.699 -0.29
P -0.750 -0.428 1.303 0.66
N -2.094 -0.416 0.327 -0.54
O -0.925 -0.231 2.727 -0.61
H 2.519 0.934 -0.326 0.30
H 1.910 -0.600 -0.079 0.22
H 1.964 0.062 -1.980 0.30
H -0.278 0.120 -1.249 0.13
H 0.390 1.910 -1.047 0.29
H -0.199 -1.620 0.965 0.04
H -2.957 -0.653 0.761 0.24
H -1.929 -0.942 -0.567 0.26
```

HOMO level: -10.63 eV


Stability ranking, top and bottom: entry 2 is the most stable and entry 1 is the least stable.


Entry 1
Here is one molecule with the formula C4H12NP from the Open Molecules 2025 dataset. Energies are from ωB97M-V with the def2-TZVPD basis set.

Geometry as XYZ:
```
18
Properties=species:S:1:pos:R:3:mulliken_charge:R:1
C -1.250 0.324 -2.054 -1.22
P -0.539 0.112 -0.498 0.83
C -1.146 -1.445 0.176 -1.09
C -0.611 1.299 1.425 -1.14
N 1.057 -0.328 -0.645 -0.29
C 2.181 0.029 0.343 -0.92
H -0.739 0.997 -2.712 0.31
H -2.306 0.419 -1.863 0.27
H -0.254 -2.115 0.577 0.26
H -1.774 -1.322 1.098 0.34
H -1.425 -2.049 -0.697 0.40
H 0.031 0.899 2.213 0.35
H -0.218 2.397 1.134 0.28
H -1.696 1.210 1.507 0.39
H 1.303 -0.256 -1.616 0.28
H 1.768 -0.341 1.306 0.31
H 2.961 -0.747 -0.022 0.33
H 2.656 0.917 0.329 0.32
```

HOMO level: -7.46 eV


Entry 2
Here is a 2-piece molecular cluster, C4H12NP overall from the Open Molecules 2025 dataset. Energies are from ωB97M-V with the def2-TZVPD basis set.

Geometry as XYZ:
```
18
Properties=species:S:1:pos:R:3:mulliken_charge:R:1
C 1.517 0.171 0.051 -1.20
C 0.970 -0.386 2.440 -1.33
C -1.408 -0.128 -2.689 -0.86
C 0.539 0.437 1.203 0.47
N -0.811 0.102 0.937 -0.61
P -1.962 1.199 -1.531 0.05
H 1.260 0.798 -0.800 0.27
H 2.535 0.392 0.363 0.39
H 1.466 -0.874 -0.257 0.32
H 1.967 -0.092 2.756 0.36
H 0.969 -1.447 2.195 0.34
H 0.269 -0.214 3.255 0.36
H -0.372 0.054 -2.975 0.26
H -2.024 -0.109 -3.590 0.34
H -1.489 -1.110 -2.226 0.27
H 0.569 1.502 1.469 0.28
H -0.862 -0.833 0.533 0.27
H -3.133 0.539 -1.134 0.02
```

HOMO level (spin up / spin down): -9.32 / -7.95 eV


Stability ranking, top and bottom: entry 2 is the most stable and entry 1 is the least stable.


Entry 1
Here is a 2-piece molecular cluster, C2H5ClS2 overall from the Open Molecules 2025 dataset. Energies are from ωB97M-V with the def2-TZVPD basis set.

Geometry as XYZ:
```
10
Properties=species:S:1:pos:R:3:mulliken_charge:R:1
C 0.600 0.011 -0.628 -0.93
C -0.506 -0.852 -0.203 0.24
S -0.437 -2.076 1.084 -0.21
S -0.874 1.083 2.104 -0.19
Cl -2.018 -0.718 -0.944 -0.13
H 0.281 0.847 -1.271 0.34
H 1.057 0.354 0.265 0.30
H 1.317 -0.561 -1.330 0.29
H -1.799 -2.015 1.395 0.19
H -0.959 -0.209 2.336 0.10
```

HOMO level (spin up / spin down): -7.64 / -9.34 eV


Entry 2
Here is a 2-piece molecular cluster, C2H5ClS2 overall from the Open Molecules 2025 dataset. Energies are from ωB97M-V with the def2-TZVPD basis set.

Geometry as XYZ:
```
10
Properties=species:S:1:pos:R:3:mulliken_charge:R:1
C 0.780 0.423 -0.879 -1.07
C 0.009 -0.518 -0.015 0.27
S 0.612 -0.741 1.609 -0.12
S -2.065 0.982 0.212 -0.28
Cl -0.628 -1.916 -0.798 -0.11
H 0.171 0.741 -1.721 0.34
H 1.064 1.301 -0.302 0.35
H 1.684 -0.062 -1.251 0.36
H -0.083 -1.834 1.891 0.16
H -1.546 1.623 1.255 0.10
```

HOMO level: -8.59 eV


Stability ranking, top and bottom: entry 2 is the most stable and entry 1 is the least stable.


Entry 1
Here is a 2-piece molecular cluster, CH6P2S overall from the Open Molecules 2025 dataset. Energies are from ωB97M-V with the def2-TZVPD basis set.

Geometry as XYZ:
```
10
Properties=species:S:1:pos:R:3:mulliken_charge:R:1
C 1.248 1.479 -0.209 -0.60
P -2.054 -0.861 -0.023 -0.05
P 1.391 -1.351 -0.266 -0.01
S 2.424 0.377 0.196 -0.01
H 0.439 1.134 -0.726 0.38
H 1.082 2.227 0.548 0.25
H -1.131 0.022 0.568 -0.01
H -3.040 -0.785 0.973 0.04
H -2.873 -0.100 -0.778 0.03
H 2.513 -2.142 -0.282 -0.01
```

HOMO level (spin up / spin down): -8.19 / -8.09 eV


Entry 2
Here is one molecule with the formula CH6P2S from the Open Molecules 2025 dataset. Energies are from ωB97M-V with the def2-TZVPD basis set.

Geometry as XYZ:
```
10
Properties=species:S:1:pos:R:3:mulliken_charge:R:1
P -0.257 -1.454 1.156 0.02
C -1.237 -0.388 0.059 -0.77
S -0.887 1.773 0.070 -0.13
P 1.163 1.889 -0.410 0.02
H 0.872 -0.427 1.307 0.00
H -0.812 -1.215 2.390 0.04
H -1.095 -0.506 -1.066 0.41
H -2.278 -0.196 0.222 0.34
H 1.047 0.831 -1.250 0.04
H 1.562 1.182 0.684 0.03
```

HOMO level: -9.01 eV


Stability ranking, top and bottom: entry 2 is the most stable and entry 1 is the least stable.


Entry 1
Here is a 2-piece molecular cluster, C4H7BrO overall from the Open Molecules 2025 dataset. Energies are from ωB97M-V with the def2-TZVPD basis set.

Geometry as XYZ:
```
13
Properties=species:S:1:pos:R:3:mulliken_charge:R:1
C 0.572 0.935 -0.603 0.20
C -0.429 0.255 -0.082 -0.08
C 0.803 2.372 -0.143 -0.87
C -0.687 -2.552 0.259 -0.78
O 0.090 -1.663 -0.412 -0.52
Br -1.862 0.282 0.848 0.01
H 1.419 0.530 -1.154 0.35
H 1.868 2.300 0.321 0.23
H -0.108 2.691 0.421 0.29
H 0.890 3.166 -0.949 0.27
H -0.288 -3.471 -0.025 0.28
H -1.670 -2.438 0.112 0.38
H -0.598 -2.406 1.407 0.24
```

HOMO level: -8.77 eV


Entry 2
Here is a 2-piece molecular cluster, C4H7BrO overall from the Open Molecules 2025 dataset. Energies are from ωB97M-V with the def2-TZVPD basis set.

Geometry as XYZ:
```
13
Properties=species:S:1:pos:R:3:mulliken_charge:R:1
C -1.244 -1.986 0.489 -0.32
C -0.885 -0.587 -0.048 0.15
C 1.052 1.670 -0.543 -0.80
C 1.268 0.464 0.235 -0.38
O -0.842 -1.668 -0.822 -0.31
Br -2.266 0.710 -0.150 -0.17
H -0.661 -2.564 1.199 0.22
H -2.371 -2.247 0.478 0.22
H 1.846 2.409 -0.355 0.31
H 0.059 2.195 -0.212 0.19
H 0.885 1.502 -1.587 0.31
H 1.283 0.593 1.295 0.30
H 1.876 -0.492 0.021 0.27
```

HOMO level (spin up / spin down): -8.43 / -8.43 eV


Stability ranking, top and bottom: entry 1 is the most stable and entry 2 is the least stable.


Entry 1
Here is one molecule with the formula C9H17NO3 from the Open Molecules 2025 dataset. Energies are from ωB97M-V with the def2-TZVPD basis set.

Geometry as XYZ:
```
30
Properties=species:S:1:pos:R:3:mulliken_charge:R:1
C 4.436 -0.405 0.554 -1.40
C 2.914 -0.297 0.563 -0.03
C 2.353 -0.364 -0.852 -0.60
O 1.042 0.160 -0.982 -0.33
C 0.050 -0.633 -0.370 -0.79
C -1.228 0.183 -0.101 1.27
C -0.935 1.668 -0.023 -0.96
N -2.151 2.451 0.228 -0.61
C -2.392 -0.170 -1.072 -1.00
C -3.476 -0.760 -0.167 -0.44
C -2.694 -1.165 1.054 0.43
O -2.839 -2.091 1.786 -0.58
O -1.700 -0.245 1.216 -0.45
H 4.756 -1.358 0.128 0.34
H 4.837 -0.350 1.566 0.38
H 4.884 0.399 -0.034 0.36
H 2.507 -1.101 1.179 0.30
H 2.597 0.649 1.011 0.20
H 2.970 0.240 -1.519 0.38
H 2.383 -1.397 -1.227 0.29
H -0.181 -1.488 -1.020 0.29
H 0.390 -1.029 0.591 0.39
H -0.488 1.972 -0.969 0.32
H -0.186 1.820 0.759 0.36
H -2.857 1.868 0.665 0.24
H -1.961 3.182 0.903 0.29
H -2.054 -0.905 -1.800 0.36
H -2.739 0.709 -1.612 0.41
H -4.064 -1.569 -0.591 0.37
H -4.172 0.027 0.136 0.24
```

HOMO level: -9.51 eV


Entry 2
Here is one molecule with the formula C9H17NO3 from the Open Molecules 2025 dataset. Energies are from ωB97M-V with the def2-TZVPD basis set.

Geometry as XYZ:
```
30
Properties=species:S:1:pos:R:3:mulliken_charge:R:1
C -0.847 1.964 -0.359 -1.69
C 0.641 1.841 -0.709 1.94
C 0.877 2.374 -2.123 -1.75
C 1.493 2.640 0.283 -1.68
C 1.030 0.355 -0.684 0.15
O 1.330 -0.270 -1.679 -0.67
N 1.005 -0.214 0.544 -0.06
C 1.243 -1.621 0.758 -0.88
C -0.028 -2.351 1.197 -0.66
C -1.092 -2.322 0.094 0.22
C -2.371 -2.932 0.601 0.19
O -2.778 -4.033 0.353 -0.56
O -3.028 -2.093 1.419 -0.45
H -1.151 3.008 -0.403 0.49
H -1.060 1.591 0.641 0.34
H -1.449 1.404 -1.072 0.36
H 0.556 3.411 -2.197 0.43
H 0.325 1.779 -2.845 0.35
H 1.932 2.312 -2.377 0.39
H 1.305 3.704 0.150 0.45
H 2.551 2.456 0.108 0.39
H 1.265 2.389 1.317 0.39
H 0.702 0.323 1.339 0.24
H 2.021 -1.747 1.519 0.35
H 1.603 -2.022 -0.192 0.40
H -0.427 -1.877 2.097 0.35
H 0.221 -3.386 1.438 0.34
H -1.286 -1.288 -0.194 -0.06
H -0.747 -2.882 -0.774 0.37
H -3.838 -2.512 1.750 0.34
```

HOMO level: -9.70 eV


Stability ranking, top and bottom: entry 2 is the most stable and entry 1 is the least stable.


Entry 1
Here is one molecule with the formula C4H2OS from the Open Molecules 2025 dataset. Energies are from ωB97M-V with the def2-TZVPD basis set.

Geometry as XYZ:
```
8
Properties=species:S:1:pos:R:3:mulliken_charge:R:1
C 1.438 -1.611 -0.124 -0.13
C 0.553 -0.839 0.096 -0.22
C -0.784 -0.164 0.059 0.26
S -2.335 -0.532 -0.139 -0.20
C -0.536 1.307 0.048 0.10
O 0.599 1.779 -0.230 -0.46
H 2.473 -1.822 -0.175 0.35
H -1.408 1.883 0.464 0.31
```

HOMO level: -9.76 eV


Entry 2
Here is one molecule with the formula C4H2OS from the Open Molecules 2025 dataset. Energies are from ωB97M-V with the def2-TZVPD basis set.

Geometry as XYZ:
```
8
Properties=species:S:1:pos:R:3:mulliken_charge:R:1
C -0.273 0.504 0.159 -0.14
C -1.271 -0.545 -0.103 -0.02
C 1.026 0.154 0.085 0.51
C 2.125 -0.684 -0.159 -0.52
O -1.166 -1.705 0.143 -0.42
S 2.556 0.971 0.089 -0.03
H -0.719 1.559 0.283 0.29
H -2.279 -0.255 -0.498 0.33
```

HOMO level: -9.68 eV


Stability ranking, top and bottom: entry 1 is the most stable and entry 2 is the least stable.